[1]
Below is a molecular structure, C21H30N4OS in a non-equilibrium geometry, with properties calculated with wB97M-V/def2-TZVPD.

Positions of all 57 atoms, in Å:
C (-4.90627, -2.17373, -0.57665)
H (-4.88622, -2.58844, -1.66791)
H (-5.46858, -2.61443, -0.01809)
H (-3.87653, -2.26614, -0.33932)
S (-5.43096, -0.60730, -0.90152)
C (-5.02288, 0.02395, 0.97674)
H (-5.00866, -0.91296, 1.70569)
H (-5.80213, 0.76604, 1.15697)
C (-3.70417, 0.91847, 0.93058)
N (-2.46724, -0.00188, 0.70307)
C (-1.40326, 0.48812, 1.56070)
C (-0.45902, -0.76729, 1.29131)
H (0.52535, -0.88447, 1.93746)
H (-0.81895, -1.70827, 1.72089)
C (0.07693, -0.99181, -0.19675)
N (0.92943, -2.10887, -0.13332)
C (2.37224, -2.25857, 0.03205)
C (2.74785, -3.42220, -0.23183)
C (1.73516, -3.94462, -0.77686)
N (0.53948, -3.22618, -0.55345)
H (1.49085, -5.07724, -1.11534)
H (3.67051, -3.63224, -0.08966)
N (2.99910, -0.86106, 0.50615)
C (4.29766, -0.80921, 0.74716)
O (5.13709, -1.57295, 0.06433)
C (4.87356, 0.53122, 1.06698)
C (4.78289, 1.35951, -0.06415)
C (3.41766, 2.02993, -0.55964)
C (2.47181, 2.63372, 0.36217)
C (1.30750, 2.94897, -0.10219)
C (0.81558, 2.61697, -1.43491)
C (1.58337, 1.66744, -2.28600)
C (2.92417, 1.41570, -1.71223)
H (3.50055, 0.61671, -2.36500)
H (1.21895, 1.24247, -3.09748)
H (-0.14340, 2.97260, -1.69026)
H (0.67426, 3.62953, 0.26494)
H (2.91644, 3.08160, 1.45577)
H (5.34561, 1.20282, -0.87791)
H (5.13451, 2.58615, 0.39542)
H (4.21912, 0.75702, 2.05079)
H (5.66944, 0.48680, 1.69420)
H (2.34336, -0.20077, 0.66350)
C (-1.20554, -1.29519, -0.90703)
H (-1.72725, -2.04276, -0.74846)
C (-1.96064, -0.05888, -0.70008)
H (-1.53398, 0.83165, -0.94952)
H (-2.87584, -0.26665, -1.26270)
H (-0.85035, -1.09597, -2.09084)
H (0.46581, 0.01664, -0.32104)
H (-0.81000, 1.28431, 1.22705)
H (-1.63730, 0.39927, 2.53414)
C (-3.54734, 2.26456, 0.13622)
H (-4.43419, 2.75756, 0.76756)
H (-2.66868, 2.66454, 0.38931)
H (-3.95510, 2.10741, -0.59192)
H (-3.58172, 1.08838, 2.02092)

**Total charge**: 0
**HOMO-LUMO gap**: 8.48 eV
**2S+1**: 1
**LUMO energy**: 0.34 eV

=====

[2]
Below is C21H30N4S2 in the gas phase, with properties calculated with wB97M-V/def2-TZVPD.

Positions of all 57 atoms, in Å:
C (-1.07457, -3.16589, 1.32154)
C (-0.87781, -1.93052, 0.44822)
N (0.46202, -1.41598, 0.60002)
C (1.29192, -1.21524, -0.44536)
S (1.07046, -1.93159, -1.92329)
N (2.37178, -0.42964, -0.26587)
C (2.74934, 0.28152, 0.93104)
C (3.87128, 1.27452, 0.60530)
C (5.09383, 0.55368, 0.10793)
C (5.36546, 0.46585, -1.25165)
C (6.46559, -0.24113, -1.70638)
C (7.30730, -0.86904, -0.80551)
C (7.04712, -0.78376, 0.55208)
C (5.94676, -0.07886, 1.00422)
C (-1.90673, -0.82911, 0.81281)
C (-3.28003, -1.22787, 0.35840)
C (-4.45318, -1.05087, 1.02887)
C (-5.58110, -1.51277, 0.31466)
C (-5.24850, -2.04456, -0.88775)
S (-3.55389, -1.99714, -1.17239)
N (-1.41094, 0.45869, 0.34977)
C (-1.43244, 0.73628, -1.07349)
C (-2.71590, 1.41496, -1.56240)
N (-2.97514, 2.61650, -0.78834)
C (-4.13242, 3.32803, -1.28161)
C (-3.11295, 2.26720, 0.61286)
C (-1.80575, 1.63308, 1.09578)
H (-2.08746, -3.54357, 1.21220)
H (-0.37719, -3.94289, 1.02135)
H (-0.90190, -2.92542, 2.36903)
H (-0.98360, -2.21333, -0.60449)
H (0.61040, -0.85587, 1.42601)
H (3.04552, -0.44908, -1.01775)
H (1.88144, 0.83233, 1.31435)
H (3.09389, -0.41759, 1.70725)
H (3.51346, 1.97468, -0.15137)
H (4.10920, 1.83557, 1.51092)
H (4.72027, 0.96440, -1.96229)
H (6.66292, -0.30227, -2.76621)
H (8.16510, -1.42126, -1.15894)
H (7.70332, -1.26852, 1.25999)
H (5.74808, -0.01342, 2.06491)
H (-1.93792, -0.75546, 1.90951)
H (-4.51307, -0.60703, 2.00792)
H (-6.58897, -1.45082, 0.68488)
H (-5.89276, -2.46779, -1.63241)
H (-1.26835, -0.18561, -1.63069)
H (-0.59324, 1.41169, -1.27515)
H (-2.58547, 1.69769, -2.60946)
H (-3.56916, 0.71695, -1.50106)
H (-3.96330, 3.60262, -2.32180)
H (-4.26745, 4.23721, -0.69679)
H (-5.05717, 2.73063, -1.22212)
H (-3.30384, 3.17965, 1.18384)
H (-3.95555, 1.57129, 0.77649)
H (-1.88021, 1.38419, 2.15720)
H (-1.00845, 2.37468, 0.96519)

**Total charge**: 0
**SMILES**: C[C@H](NC(=S)NCCc1ccccc1)[C@H](c1cccs1)N1CCN(C)CC1
**HOMO-LUMO gap**: 8.38 eV
**2S+1**: 1
**LUMO energy**: 0.58 eV

=====

[3]
Below is a gas-phase ion, C21H30NO (charge +1), with properties calculated with wB97M-V/def2-TZVPD.

Positions of all 53 atoms, in Å:
C (-0.86797, -4.54994, -0.72597)
C (-0.60526, -3.12174, -1.08659)
C (-1.32119, -2.49662, -2.09399)
C (-1.05248, -1.18899, -2.46877)
C (-1.83689, -0.55253, -3.57270)
C (-0.04765, -0.47253, -1.81721)
C (0.29736, 0.91549, -2.26652)
C (0.63504, -1.08445, -0.76463)
O (1.56432, -0.29510, -0.07546)
C (2.46357, -0.95741, 0.80311)
C (3.46095, 0.04114, 1.38554)
C (2.89929, 0.93173, 2.50174)
C (2.25647, 2.22412, 2.00939)
N (1.00353, 2.01479, 1.24209)
C (0.76599, 3.14382, 0.33316)
C (-0.17483, 1.79668, 2.13320)
C (-1.31461, 1.14348, 1.39635)
C (-2.26259, 1.90231, 0.71822)
C (-3.28168, 1.28203, 0.01700)
C (-3.37519, -0.09937, 0.00250)
C (-2.45760, -0.86007, 0.70539)
C (-1.42838, -0.24153, 1.39154)
C (0.37294, -2.39888, -0.41629)
H (-1.89753, -4.82197, -0.94344)
H (-0.22021, -5.20301, -1.31083)
H (-0.66617, -4.73537, 0.32651)
H (-2.09580, -3.04462, -2.60889)
H (-1.19595, -0.33951, -4.42749)
H (-2.27574, 0.38780, -3.24250)
H (-2.63410, -1.21149, -3.90353)
H (1.23219, 1.24343, -1.82264)
H (-0.49918, 1.61503, -2.01286)
H (0.41290, 0.93398, -3.34812)
H (3.00302, -1.72865, 0.24358)
H (1.91230, -1.44052, 1.62040)
H (3.87025, 0.65241, 0.57979)
H (4.28168, -0.54557, 1.79758)
H (2.20221, 0.35730, 3.11413)
H (3.72244, 1.22702, 3.15366)
H (2.96899, 2.73731, 1.36031)
H (2.03437, 2.88092, 2.85400)
H (1.12745, 1.13413, 0.66285)
H (1.58041, 3.23093, -0.38277)
H (-0.16149, 2.98886, -0.21181)
H (0.69672, 4.06970, 0.90391)
H (0.13759, 1.15430, 2.95783)
H (-0.47553, 2.76525, 2.54024)
H (-2.22592, 2.98182, 0.75805)
H (-4.00969, 1.88046, -0.50849)
H (-4.17229, -0.58107, -0.54083)
H (-2.54130, -1.93450, 0.71945)
H (-0.72237, -0.84157, 1.94668)
H (0.91763, -2.88925, 0.37415)

**Total charge**: +1
**SMILES**: Cc1cc(C)c(C)c(OCCCC[N@H+](C)Cc2ccccc2)c1
**HOMO-LUMO gap**: 9.21 eV
**2S+1**: 1
**LUMO energy**: -2.06 eV

=====

Question: Which formula does entry 2 have?
Answer: C21H30N4S2

=====

Question: Which of these has the highest HOMO-LUMO gap?
Answer: C21H30NO

=====

Repeat the second record exactly.
Below is C21H30N4S2 in the gas phase, with properties calculated with wB97M-V/def2-TZVPD.

Positions of all 57 atoms, in Å:
C (-1.07457, -3.16589, 1.32154)
C (-0.87781, -1.93052, 0.44822)
N (0.46202, -1.41598, 0.60002)
C (1.29192, -1.21524, -0.44536)
S (1.07046, -1.93159, -1.92329)
N (2.37178, -0.42964, -0.26587)
C (2.74934, 0.28152, 0.93104)
C (3.87128, 1.27452, 0.60530)
C (5.09383, 0.55368, 0.10793)
C (5.36546, 0.46585, -1.25165)
C (6.46559, -0.24113, -1.70638)
C (7.30730, -0.86904, -0.80551)
C (7.04712, -0.78376, 0.55208)
C (5.94676, -0.07886, 1.00422)
C (-1.90673, -0.82911, 0.81281)
C (-3.28003, -1.22787, 0.35840)
C (-4.45318, -1.05087, 1.02887)
C (-5.58110, -1.51277, 0.31466)
C (-5.24850, -2.04456, -0.88775)
S (-3.55389, -1.99714, -1.17239)
N (-1.41094, 0.45869, 0.34977)
C (-1.43244, 0.73628, -1.07349)
C (-2.71590, 1.41496, -1.56240)
N (-2.97514, 2.61650, -0.78834)
C (-4.13242, 3.32803, -1.28161)
C (-3.11295, 2.26720, 0.61286)
C (-1.80575, 1.63308, 1.09578)
H (-2.08746, -3.54357, 1.21220)
H (-0.37719, -3.94289, 1.02135)
H (-0.90190, -2.92542, 2.36903)
H (-0.98360, -2.21333, -0.60449)
H (0.61040, -0.85587, 1.42601)
H (3.04552, -0.44908, -1.01775)
H (1.88144, 0.83233, 1.31435)
H (3.09389, -0.41759, 1.70725)
H (3.51346, 1.97468, -0.15137)
H (4.10920, 1.83557, 1.51092)
H (4.72027, 0.96440, -1.96229)
H (6.66292, -0.30227, -2.76621)
H (8.16510, -1.42126, -1.15894)
H (7.70332, -1.26852, 1.25999)
H (5.74808, -0.01342, 2.06491)
H (-1.93792, -0.75546, 1.90951)
H (-4.51307, -0.60703, 2.00792)
H (-6.58897, -1.45082, 0.68488)
H (-5.89276, -2.46779, -1.63241)
H (-1.26835, -0.18561, -1.63069)
H (-0.59324, 1.41169, -1.27515)
H (-2.58547, 1.69769, -2.60946)
H (-3.56916, 0.71695, -1.50106)
H (-3.96330, 3.60262, -2.32180)
H (-4.26745, 4.23721, -0.69679)
H (-5.05717, 2.73063, -1.22212)
H (-3.30384, 3.17965, 1.18384)
H (-3.95555, 1.57129, 0.77649)
H (-1.88021, 1.38419, 2.15720)
H (-1.00845, 2.37468, 0.96519)

**Total charge**: 0
**SMILES**: C[C@H](NC(=S)NCCc1ccccc1)[C@H](c1cccs1)N1CCN(C)CC1
**HOMO-LUMO gap**: 8.38 eV
**2S+1**: 1
**LUMO energy**: 0.58 eV

=====

Repeat the third record exactly.
Below is a gas-phase ion, C21H30NO (charge +1), with properties calculated with wB97M-V/def2-TZVPD.

Positions of all 53 atoms, in Å:
C (-0.86797, -4.54994, -0.72597)
C (-0.60526, -3.12174, -1.08659)
C (-1.32119, -2.49662, -2.09399)
C (-1.05248, -1.18899, -2.46877)
C (-1.83689, -0.55253, -3.57270)
C (-0.04765, -0.47253, -1.81721)
C (0.29736, 0.91549, -2.26652)
C (0.63504, -1.08445, -0.76463)
O (1.56432, -0.29510, -0.07546)
C (2.46357, -0.95741, 0.80311)
C (3.46095, 0.04114, 1.38554)
C (2.89929, 0.93173, 2.50174)
C (2.25647, 2.22412, 2.00939)
N (1.00353, 2.01479, 1.24209)
C (0.76599, 3.14382, 0.33316)
C (-0.17483, 1.79668, 2.13320)
C (-1.31461, 1.14348, 1.39635)
C (-2.26259, 1.90231, 0.71822)
C (-3.28168, 1.28203, 0.01700)
C (-3.37519, -0.09937, 0.00250)
C (-2.45760, -0.86007, 0.70539)
C (-1.42838, -0.24153, 1.39154)
C (0.37294, -2.39888, -0.41629)
H (-1.89753, -4.82197, -0.94344)
H (-0.22021, -5.20301, -1.31083)
H (-0.66617, -4.73537, 0.32651)
H (-2.09580, -3.04462, -2.60889)
H (-1.19595, -0.33951, -4.42749)
H (-2.27574, 0.38780, -3.24250)
H (-2.63410, -1.21149, -3.90353)
H (1.23219, 1.24343, -1.82264)
H (-0.49918, 1.61503, -2.01286)
H (0.41290, 0.93398, -3.34812)
H (3.00302, -1.72865, 0.24358)
H (1.91230, -1.44052, 1.62040)
H (3.87025, 0.65241, 0.57979)
H (4.28168, -0.54557, 1.79758)
H (2.20221, 0.35730, 3.11413)
H (3.72244, 1.22702, 3.15366)
H (2.96899, 2.73731, 1.36031)
H (2.03437, 2.88092, 2.85400)
H (1.12745, 1.13413, 0.66285)
H (1.58041, 3.23093, -0.38277)
H (-0.16149, 2.98886, -0.21181)
H (0.69672, 4.06970, 0.90391)
H (0.13759, 1.15430, 2.95783)
H (-0.47553, 2.76525, 2.54024)
H (-2.22592, 2.98182, 0.75805)
H (-4.00969, 1.88046, -0.50849)
H (-4.17229, -0.58107, -0.54083)
H (-2.54130, -1.93450, 0.71945)
H (-0.72237, -0.84157, 1.94668)
H (0.91763, -2.88925, 0.37415)

**Total charge**: +1
**SMILES**: Cc1cc(C)c(C)c(OCCCC[N@H+](C)Cc2ccccc2)c1
**HOMO-LUMO gap**: 9.21 eV
**2S+1**: 1
**LUMO energy**: -2.06 eV